#A
Computed, not measured: a cluster of 2 separate species, CH3IS in total, with wB97M-V/def2-TZVPD.

LUMO (alpha / beta)   -0.01630 / -0.01753 Eh

```
6
Properties=species:S:1:pos:R:3:nbo_charge:R:1
C -0.0413 0.1921 0.4464 -0.600
S -0.9924 -1.1624 -0.2019 0.067
I 1.9723 0.3119 -0.2256 0.202
H -0.5488 1.8973 -0.4756 0.028
H -0.4118 0.4012 1.3743 0.175
H 0.0221 -1.6401 -0.9176 0.127
```

---

#B
Computed, not measured: the molecule CH3IS, with wB97M-V/def2-TZVPD.

LUMO   0.00380 Eh
SMILES string   SCI

```
6
Properties=species:S:1:pos:R:3:nbo_charge:R:1
S 0.0380 1.4410 -0.7105 -0.059
C -0.1477 -0.4989 -0.1124 -0.634
I 1.5963 -1.3005 0.7783 0.131
H -0.2281 1.7596 0.4723 0.093
H -0.9343 -0.1938 0.5548 0.225
H -0.3243 -1.2075 -0.9825 0.245
```

---

Tell me which of them is the most stable. Sure, it is #B.

---

#A
Computed, not measured: the ion C5H7IN with charge +1, with wB97M-V/def2-TZVPD.

LUMO   -0.15867 Eh
Charge   +1
SMILES string   C#CC/C=C(/[NH3+])I

```
14
Properties=species:S:1:pos:R:3:nbo_charge:R:1
C 0.3452 1.6650 1.3371 -0.233
C -0.1604 2.0027 0.2755 0.017
C -0.4958 1.5278 -1.0271 -0.525
C -0.6296 0.0883 -0.5742 -0.119
C 0.2250 -0.6622 0.0465 -0.037
N 0.0233 -2.0912 0.3133 -0.730
I 2.3698 -0.1730 0.0696 0.231
H 0.5985 1.8403 2.3031 0.236
H -1.3337 1.8969 -1.7029 0.287
H 0.4882 1.5864 -1.5853 0.266
H -1.6317 -0.3636 -0.6377 0.240
H 1.0144 -2.2551 0.5397 0.467
H -0.2151 -2.6885 -0.4646 0.446
H -0.5981 -2.3739 1.1070 0.456
```

---

#B
Computed, not measured: a structure of composition C5H7IN, with wB97M-V/def2-TZVPD.

LUMO   -0.19111 Eh
Charge   +1

```
14
Properties=species:S:1:pos:R:3:nbo_charge:R:1
C 0.1489 2.1168 -0.4687 0.111
C -0.4962 -1.4079 -0.8057 -0.376
C -1.3031 -1.0953 0.4192 -0.372
C 1.1904 0.1411 0.7966 -0.201
C -0.0301 -0.3680 0.1551 0.024
N 0.3334 0.9733 0.0206 -0.248
I 3.1623 -0.2597 0.1182 0.277
H -0.7092 2.3193 -1.0991 0.232
H 0.8522 2.9163 -0.2651 0.235
H 0.0694 -2.3285 -0.8361 0.259
H -0.8513 -1.0826 -1.7732 0.249
H -2.2247 -0.5420 0.3233 0.249
H -1.2983 -1.8021 1.2359 0.257
H 1.1563 0.4194 2.1790 0.305
```

---

#C
Computed, not measured: a structure of composition C5H7IN, with wB97M-V/def2-TZVPD.

LUMO   -0.19492 Eh
Charge   +1

```
14
Properties=species:S:1:pos:R:3:nbo_charge:R:1
C 1.0158 2.0589 0.1599 0.166
C 1.1719 0.9649 -0.3178 -0.388
C -0.6788 -2.4421 -1.2184 0.175
C 0.6242 3.2846 0.7088 -0.732
C -0.9194 -2.2521 0.2521 -0.740
N 0.2504 -1.9128 -1.9004 -0.492
I 1.6033 -1.0047 -0.6355 1.139
H -1.3902 -3.1221 -1.6917 0.253
H 0.5350 3.1907 1.7461 0.268
H -0.3529 3.6556 0.5121 0.284
H 1.4000 4.0974 0.4281 0.275
H -2.0081 -1.8957 0.2514 0.274
H -0.7489 -3.1702 0.9311 0.286
H -0.5024 -1.4522 0.7742 0.233
```

---

Tell me which of them is the most stable. Sure, it is #B.

---

#A
Computed, not measured: a structure of composition C21H24F2N7ORuS3, with wB97M-V/def2-TZVPD.

LUMO (alpha / beta)   -0.03893 / -0.03784 Eh
Multiplicity   2

```
59
Properties=species:S:1:pos:R:3:nbo_charge:R:1
Ru 0.3194 0.2094 0.5584 0.753
N 2.9132 -2.6763 -1.5698 -0.777
C 2.0096 -1.7620 -1.1481 0.284
S 1.8838 -1.4980 0.5393 0.080
N 1.3241 -1.1442 -2.0974 -0.409
N 0.5545 -0.1866 -1.5534 -0.234
C -0.1243 0.5944 -2.3165 0.015
C -0.6227 1.8358 -1.7102 0.189
C -1.4366 2.7293 -2.3852 -0.239
C -1.7979 3.9123 -1.7564 -0.131
C -1.3256 4.1754 -0.4817 -0.273
C -0.5365 3.2194 0.1374 0.123
N -0.1995 2.0791 -0.4532 -0.481
H 3.2637 -3.3379 -0.8998 0.403
H 2.8499 -2.9718 -2.5291 0.404
H -0.2245 0.3867 -3.3772 0.208
H -1.7814 2.4874 -3.3811 0.230
H -2.4449 4.6201 -2.2580 0.225
H -1.5639 5.0962 0.0308 0.231
H -0.1660 3.3611 1.1442 0.212
S -0.8878 -2.9832 -0.2518 -0.275
C -1.2206 -2.2549 1.2171 -0.088
N -0.7970 -1.0972 1.7338 -0.552
C -1.4232 -0.7754 2.9467 0.223
C -1.2271 0.3624 3.7251 -0.225
C -1.9227 0.5137 4.9091 -0.219
C -2.8267 -0.4559 5.3442 -0.232
C -3.0423 -1.5864 4.5795 -0.219
C -2.3396 -1.7339 3.3903 -0.251
S -2.4140 -3.0290 2.2430 0.396
H -0.5468 1.1259 3.3961 0.210
H -1.7575 1.3974 5.5126 0.209
H -3.3513 -0.3283 6.2818 0.212
H -3.7405 -2.3490 4.8998 0.217
C -3.5957 2.9677 2.4057 -0.394
N -4.2884 2.1159 1.4560 -0.456
C -5.7316 2.2543 1.3348 -0.196
C -6.3410 0.9644 0.8283 -0.416
C -5.5959 0.5407 -0.4187 -0.201
N -4.1848 0.3923 -0.1194 -0.449
C -3.4423 -0.5447 -0.9363 -0.412
C -3.5397 1.1965 0.7715 0.808
O -2.3271 1.1118 0.9950 -0.741
H -4.2774 3.7579 2.7159 0.197
H -2.7173 3.4218 1.9500 0.202
H -3.2702 2.4068 3.2843 0.215
H -5.9817 3.0820 0.6588 0.180
H -6.1347 2.5012 2.3186 0.205
H -7.4006 1.1065 0.6155 0.221
H -6.2384 0.1875 1.5891 0.217
H -5.7480 1.2777 -1.2194 0.178
H -5.9608 -0.4202 -0.7842 0.212
H -3.5713 -0.3084 -1.9979 0.182
H -3.7784 -1.5678 -0.7591 0.213
H -2.3889 -0.4970 -0.6896 0.245
F 2.5591 1.4843 1.4949 -0.382
C 1.3669 1.0625 2.0692 0.421
F 1.7262 0.1930 3.0647 -0.367
H 0.9823 1.9727 2.5521 0.099
```

---

#B
Computed, not measured: a structure of composition C21H24F2N7ORuS3, with wB97M-V/def2-TZVPD.

LUMO (alpha / beta)   -0.03828 / -0.03367 Eh
Multiplicity   2

```
59
Properties=species:S:1:pos:R:3:nbo_charge:R:1
Ru 0.2663 1.8258 0.7748 0.821
N -2.7173 3.7240 -1.8836 -0.780
C -1.9942 3.1666 -0.8868 0.318
S -0.2604 3.0741 -1.1487 -0.215
N -2.6080 2.7399 0.1794 -0.415
N -1.7804 2.2175 1.0987 -0.192
C -2.2147 1.8483 2.2361 0.077
C -1.2319 1.5366 3.2550 0.149
C -1.5806 1.2352 4.5595 -0.220
C -0.5906 1.1327 5.5224 -0.146
C 0.7202 1.3505 5.1541 -0.238
C 0.9998 1.5727 3.8152 0.130
N 0.0568 1.6423 2.8845 -0.422
H -2.1799 4.2336 -2.5647 0.402
H -3.6104 4.1186 -1.6325 0.400
H -3.2789 1.8680 2.4462 0.212
H -2.6275 1.1010 4.7987 0.226
H -0.8361 0.8929 6.5484 0.226
H 1.5224 1.3078 5.8761 0.234
H 2.0189 1.6917 3.4820 0.219
S 1.3659 -1.2107 3.1049 -0.302
C 1.7670 -1.0973 1.4782 -0.071
N 1.5375 -0.1234 0.5951 -0.585
C 2.0572 -0.4116 -0.6759 0.191
C 1.9949 0.4049 -1.8031 -0.240
C 2.5726 -0.0232 -2.9866 -0.212
C 3.2217 -1.2526 -3.0684 -0.230
C 3.2892 -2.0785 -1.9595 -0.227
C 2.6974 -1.6531 -0.7769 -0.252
S 2.6304 -2.4609 0.7573 0.381
H 1.5070 1.3631 -1.7389 0.237
H 2.5183 0.6149 -3.8604 0.214
H 3.6787 -1.5636 -3.9995 0.214
H 3.8049 -3.0299 -2.0047 0.219
C -0.9747 0.0361 -3.1980 -0.411
N -0.8986 -1.1381 -2.3524 -0.447
C -0.7315 -2.4102 -3.0364 -0.203
C -1.3917 -3.5228 -2.2502 -0.415
C -0.8608 -3.4885 -0.8339 -0.203
N -1.0304 -2.1626 -0.2610 -0.452
C -1.3129 -2.0964 1.1613 -0.407
C -1.0199 -1.0199 -0.9994 0.824
O -1.1464 0.0928 -0.4571 -0.748
H -1.8866 0.0068 -3.8031 0.185
H -0.1082 0.0809 -3.8583 0.197
H -0.9940 0.9221 -2.5745 0.252
H 0.3345 -2.6196 -3.1832 0.198
H -1.1923 -2.3210 -4.0216 0.204
H -1.1820 -4.4892 -2.7092 0.220
H -2.4729 -3.3652 -2.2418 0.207
H 0.1994 -3.7666 -0.8192 0.197
H -1.3988 -4.2000 -0.2071 0.207
H -2.3601 -2.3547 1.3593 0.182
H -1.1221 -1.0950 1.5261 0.240
H -0.6703 -2.7921 1.6975 0.216
F 1.7930 3.9679 1.3887 -0.375
C 2.1156 2.7156 0.8748 0.435
F 2.7227 2.9633 -0.3195 -0.357
H 2.8729 2.2982 1.5416 0.127
```

---

#C
Computed, not measured: a structure of composition C21H24F2N7ORuS3, with wB97M-V/def2-TZVPD.

LUMO (alpha / beta)   -0.02542 / -0.02450 Eh
Multiplicity   2

```
59
Properties=species:S:1:pos:R:3:nbo_charge:R:1
Ru 0.9836 -0.7526 0.7296 0.814
N 4.2971 -3.8637 0.5584 -0.786
C 3.1902 -3.1642 0.9129 0.334
S 3.4871 -1.5949 1.6359 -0.180
N 2.0149 -3.6858 0.7797 -0.424
N 0.9278 -2.9658 0.9681 -0.146
C -0.1468 -3.4919 1.5411 -0.006
C -1.3055 -2.7188 1.6758 0.175
C -2.4241 -3.1579 2.4237 -0.224
C -3.5079 -2.3392 2.5754 -0.150
C -3.4877 -1.0765 1.9588 -0.263
C -2.3487 -0.6914 1.2796 0.077
N -1.2862 -1.4664 1.1177 -0.456
H 5.1474 -3.3273 0.4933 0.407
H 4.1787 -4.6265 -0.0884 0.399
H -0.1015 -4.4869 1.9667 0.205
H -2.3711 -4.1263 2.8946 0.224
H -4.3563 -2.6439 3.1711 0.224
H -4.3298 -0.4073 2.0401 0.224
H -2.2839 0.2990 0.8444 0.207
S 2.5175 -1.2493 -1.4728 -0.199
C 2.8896 0.3208 -0.9886 -0.057
N 2.2809 0.9064 0.0155 -0.583
C 2.7832 2.1429 0.2952 0.203
C 2.3351 3.0105 1.2872 -0.263
C 2.9630 4.2297 1.4387 -0.199
C 4.0158 4.6060 0.6102 -0.233
C 4.4588 3.7696 -0.3982 -0.214
C 3.8438 2.5383 -0.5471 -0.235
S 4.1741 1.2828 -1.7134 0.388
H 1.5016 2.7234 1.9068 0.229
H 2.6268 4.9033 2.2110 0.211
H 4.4839 5.5697 0.7469 0.212
H 5.2590 4.0665 -1.0586 0.218
C -1.3790 -1.9801 -2.3617 -0.407
N -1.8805 -0.6243 -2.3504 -0.441
C -3.1219 -0.3948 -3.0510 -0.200
C -3.3087 1.0917 -3.3088 -0.415
C -3.1472 1.8305 -1.9896 -0.203
N -1.8441 1.5320 -1.4464 -0.448
C -1.2357 2.5076 -0.5704 -0.417
C -1.2386 0.3296 -1.6334 0.824
O -0.1023 0.1326 -1.1898 -0.716
H -1.1663 -2.3058 -3.3825 0.197
H -2.1218 -2.6529 -1.9239 0.187
H -0.4621 -2.0346 -1.7722 0.255
H -3.9634 -0.7886 -2.4659 0.183
H -3.0863 -0.9411 -3.9998 0.207
H -4.2892 1.2803 -3.7428 0.223
H -2.5421 1.4398 -4.0028 0.216
H -3.9353 1.5324 -1.2853 0.181
H -3.2181 2.9101 -2.1406 0.211
H -0.9662 3.4128 -1.1209 0.199
H -0.3334 2.0746 -0.1375 0.259
H -1.9223 2.7698 0.2379 0.190
F 0.3171 -0.9620 3.4786 -0.374
C 0.8746 -0.0421 2.6479 0.415
F -0.0784 0.9482 2.5275 -0.399
H 1.7406 0.4017 3.1725 0.139
```

---

Tell me which of them is the most stable. Sure, it is #B.

---

#A
Computed, not measured: a cluster of 2 separate species, C4H10BN in total, with wB97M-V/def2-TZVPD.

LUMO   0.01731 Eh

```
16
Properties=species:S:1:pos:R:3:nbo_charge:R:1
B -0.8333 -0.4271 0.0229 0.775
C 0.3951 -0.9080 0.7919 -0.694
C -0.7292 -0.1779 1.4805 -0.515
C -1.9391 -1.1102 1.3382 -0.196
C 2.2192 1.9860 -2.1543 -0.865
N -2.0439 -1.1380 -0.1322 -0.837
H 0.6326 -1.7442 1.3045 0.200
H 1.3116 -0.3312 0.7736 0.223
H 1.7187 0.8833 -2.0386 0.220
H -0.7494 0.3737 2.4848 0.257
H -1.8820 -2.1043 1.8502 0.203
H -2.9313 -0.5585 1.6521 0.198
H 3.1632 2.2124 -1.6520 0.218
H 1.4847 2.7894 -1.8798 0.214
H 2.4056 2.2094 -3.2032 0.212
H -2.2225 -1.9547 -0.6386 0.387
```

---

#B
Computed, not measured: the molecule C4H10BN, with wB97M-V/def2-TZVPD.

LUMO   0.02662 Eh
SMILES string   C=NBCCC

```
16
Properties=species:S:1:pos:R:3:nbo_charge:R:1
C -1.6498 -2.2265 -0.6675 -0.017
N -0.5132 -1.6578 -0.8250 -0.573
B 0.5972 -0.9581 -1.0853 0.547
C 0.7900 0.6138 -0.7486 -0.708
C 1.0528 0.8081 0.7046 -0.400
C -0.1987 1.4565 1.3367 -0.621
H -2.3387 -1.9012 -1.3402 0.159
H -1.9520 -2.9403 0.0825 0.174
H 1.3594 -1.6612 -1.6852 -0.042
H 1.7234 1.0430 -1.2668 0.235
H -0.2429 1.0692 -1.1133 0.229
H 1.3728 -0.1241 1.2662 0.209
H 2.0051 1.5361 0.8026 0.196
H -0.8077 2.2316 0.7202 0.198
H -0.9995 0.7854 1.5711 0.204
H -0.1984 1.9255 2.2479 0.211
```

---

#C
Computed, not measured: the molecule C4H10BN, with wB97M-V/def2-TZVPD.

LUMO   0.02791 Eh
SMILES string   CN(C)B1CC1

```
16
Properties=species:S:1:pos:R:3:nbo_charge:R:1
C -0.4923 -1.8327 -0.2344 -0.389
N -0.1666 -0.5427 0.3646 -0.634
C -0.1383 -0.7141 1.8952 -0.386
B 0.1404 0.5113 -0.4685 0.773
C 0.4362 1.2239 -1.7610 -0.722
C 0.4539 2.0220 -0.4383 -0.729
H 0.1431 -2.5749 0.1490 0.180
H -1.6023 -2.1678 0.0726 0.174
H -0.4010 -1.8657 -1.3272 0.215
H 0.4679 -1.5828 2.1441 0.197
H 0.1344 0.1661 2.2886 0.211
H -1.1015 -0.7203 2.3301 0.195
H 1.4319 1.4452 -2.2244 0.249
H -0.3423 1.3830 -2.4255 0.220
H -0.3412 2.7079 -0.0973 0.217
H 1.3777 2.5415 -0.2676 0.228
```

---

Tell me which of them is the most stable. Sure, it is #C.